(1)
The following is a DFT calculation (ωB97M-V/def2-TZVPD) of an isolated molecule of C26H32N4O3.

Each line ends with the Mulliken charge.
Element x y z (Å)
C 5.72954 2.32099 1.23716  -1.899
C 4.36033 1.74460 1.02689  1.702
C 3.40974 1.88353 2.04473  -1.496
C 2.13912 1.38361 1.91458  -0.481
C 1.77017 0.71168 0.74576  0.031
C 0.46984 0.15464 0.55578  -0.158
C 0.13321 -0.50796 -0.57270  1.522
C -1.21495 -1.12615 -0.83560  -1.924
N -2.27906 -0.60712 -0.01167  0.403
C -2.99465 0.53906 -0.53098  -0.747
C -3.85513 0.20038 -1.75329  -1.320
N -3.05543 -0.10880 -2.92757  0.723
C -3.74119 -0.94506 -3.89674  -0.770
C -2.74578 -1.34633 -4.98787  -0.562
O -2.21006 -0.21458 -5.63105  -0.447
C -1.55569 0.60787 -4.69238  -0.541
C -2.52202 1.06449 -3.59737  -0.749
C -2.53535 -1.00924 1.26881  0.706
O -3.43671 -0.52836 1.93374  -0.719
N -1.74875 -2.03741 1.73728  -0.072
C -1.74968 -2.31994 3.16317  -1.713
C -0.75537 -1.44059 3.87866  0.734
C 0.57257 -1.82914 4.00331  -0.311
C 1.49635 -0.99183 4.60350  -0.514
C 1.10090 0.24614 5.08112  -0.526
C -0.21861 0.64688 4.94785  -0.626
C -1.14174 -0.19055 4.34649  -0.216
C 1.09244 -0.63075 -1.66634  0.142
O 0.85757 -1.15787 -2.74282  -0.753
N 2.33022 -0.08564 -1.42329  -0.056
C 2.71938 0.56886 -0.28236  -0.614
C 4.02012 1.08453 -0.14789  1.132
C 4.99088 0.90324 -1.28161  -2.224
H 5.95517 3.07133 0.48052  0.388
H 6.49112 1.54394 1.18570  0.381
H 5.79296 2.79401 2.21341  0.387
H 3.68856 2.39901 2.95160  0.318
H 1.41521 1.49397 2.70697  0.717
H -0.24558 0.28246 1.35732  0.557
H -1.15028 -2.21620 -0.74145  0.719
H -1.48669 -0.92671 -1.87887  -0.272
H -3.64773 0.88789 0.27195  0.590
H -2.27737 1.33057 -0.77492  0.245
H -4.45314 -0.68031 -1.50935  0.382
H -4.54510 1.03994 -1.94291  0.401
H -4.11130 -1.84157 -3.39521  0.408
H -4.59377 -0.41659 -4.35874  0.365
H -3.23887 -1.93717 -5.76170  0.366
H -1.93346 -1.93307 -4.53417  0.261
H -1.17097 1.46412 -5.24917  0.397
H -0.72079 0.05798 -4.23320  0.200
H -1.98437 1.68417 -2.87807  0.320
H -3.32967 1.66820 -4.04970  0.412
H -0.85475 -2.17458 1.29335  0.302
H -2.76190 -2.12417 3.52158  0.512
H -1.50722 -3.37721 3.30163  0.471
H 0.88311 -2.79732 3.63471  0.398
H 2.52597 -1.30452 4.69840  0.415
H 1.82108 0.89821 5.55373  0.422
H -0.52923 1.61502 5.31360  0.394
H -2.16882 0.12093 4.22753  0.433
H 2.99200 -0.17036 -2.18457  0.216
H 5.13094 -0.15597 -1.50022  0.408
H 4.62232 1.39535 -2.18260  0.413
H 5.96031 1.32548 -1.04449  0.414

## Properties
Multiplicity: 1
ΔE to the lowest compared entry with this formula, charge and spin, eV: 1.364
HOMO, eV: -8.183
HOMO-LUMO gap, eV: 8.506
SMILES: Cc1ccc2cc(CN(CCN3CCOCC3)C(=O)NCc3ccccc3)c(=O)[nH]c2c1C

(2)
The following is a DFT calculation (ωB97M-V/def2-TZVPD) of a cluster of 3 separate species, C26H33BI3N5O5 in total in a non-equilibrium geometry.

Each line ends with the Mulliken charge.
Element x y z (Å)
C 6.80957 7.14818 1.84965  -1.049
C 7.13869 5.84795 1.18070  0.778
O 7.94188 5.10110 1.64024  -0.514
O 6.54780 5.55004 -0.01647  -0.323
C 5.13542 5.73837 -0.08939  -0.855
C 4.37230 4.44019 -0.22823  0.111
C 3.70080 4.17973 -1.44133  0.214
O 3.80430 5.12519 -2.50316  -0.561
C 2.71752 5.78630 -2.71368  0.513
N 1.79459 6.42755 -2.91281  -0.460
C 2.95367 3.05970 -1.64817  -0.373
C 2.82084 2.09927 -0.63455  0.312
N 2.03227 1.00443 -0.85102  -0.527
C 1.96641 0.15530 0.14069  0.537
C 1.10495 -1.06023 -0.09394  -1.415
C -0.36995 -0.91064 0.33239  -0.353
C -0.81079 0.52661 0.58356  -1.420
I -0.86312 -2.06826 2.08882  0.001
C 2.67632 0.35179 1.36761  -0.083
C 2.64678 -0.64153 2.49992  -0.415
I 1.99018 0.40344 4.26358  0.157
C 4.04379 -1.19066 2.81968  -0.385
C 3.97802 -2.47041 3.62987  -1.299
I 5.11768 -1.67756 0.97942  0.056
N 3.40669 1.41085 1.57663  0.365
C 3.49799 2.31603 0.56437  0.076
C 4.27685 3.48260 0.76165  0.046
B 5.00174 3.62677 2.17203  0.489
O 4.64887 4.64206 3.02959  -0.706
O 5.99214 2.76091 2.50356  -0.510
H 7.70722 7.64742 2.18226  0.344
H 6.19064 7.79078 1.23110  0.362
H 6.22232 6.90544 2.73251  0.267
H 4.73631 6.29452 0.75569  0.316
H 4.93796 6.33481 -0.97142  0.497
H 2.45303 2.91317 -2.59284  0.549
H 1.09712 -1.19308 -1.17182  0.374
H 1.57052 -1.95248 0.30724  0.596
H -1.00915 -1.30703 -0.44165  0.669
H -0.63025 1.11956 -0.30712  0.299
H -0.31151 0.93185 1.46090  0.389
H -1.87357 0.51696 0.79457  0.498
H 1.98076 -1.46764 2.30738  0.098
H 4.64748 -0.42638 3.28373  0.524
H 3.49773 -3.24150 3.03620  0.385
H 3.43461 -2.30106 4.55539  0.347
H 4.98387 -2.81543 3.84020  0.444
H 3.78563 4.98185 2.76828  0.335
H 5.95556 2.57791 3.45001  0.300
C -5.23415 -4.19408 -1.20249  -0.841
C -5.25790 -3.75219 0.25614  -0.455
C -5.47380 -2.24172 0.40910  -0.413
C -4.39352 -1.49104 -0.22860  0.210
N -3.53107 -0.91277 -0.70833  -0.437
H -4.40764 -3.73375 -1.74565  0.357
H -5.10770 -5.27613 -1.27077  0.341
H -6.16124 -3.92573 -1.70508  0.034
H -4.32270 -4.03588 0.74339  0.296
H -6.06116 -4.27352 0.78038  0.322
H -5.50348 -1.96507 1.46349  0.285
H -6.41895 -1.94179 -0.04608  0.306
C -7.89759 -6.52793 -4.44473  -1.128
C -8.90700 -6.21521 -3.34594  -0.410
C -9.48130 -4.79686 -3.44968  -0.446
C -8.42306 -3.79296 -3.33674  0.273
N -7.59390 -3.01051 -3.23758  -0.454
H -7.02971 -5.86954 -4.38755  0.331
H -7.53815 -7.55243 -4.35218  0.321
H -8.34587 -6.41598 -5.43354  0.325
H -8.43285 -6.34393 -2.37103  0.284
H -9.73168 -6.92784 -3.39654  0.314
H -10.20777 -4.61993 -2.65637  0.275
H -9.98831 -4.65792 -4.40548  0.308

## Properties
Multiplicity: 1
HOMO, eV: -9.225
HOMO-LUMO gap, eV: 8.389
SMILES: CC(=O)OCc1c(OC#N)cc2nc(C[C@H](C)I)c([C@H](I)[C@@H](C)I)nc2c1B(O)O.CCCC#N.CCCC#N

(3)
The following is a DFT calculation (ωB97M-V/def2-TZVPD) of an isolated molecule of C26H33BrN4O2.

Each line ends with the Mulliken charge.
Element x y z (Å)
C -2.89089 4.04344 3.47321  -1.680
C -2.58955 3.24438 2.24720  1.357
C -3.48630 3.17472 1.18691  -0.887
C -3.21261 2.42402 0.05956  -0.886
C -2.00669 1.74250 -0.05651  -0.167
C -1.76417 0.89436 -1.26487  0.391
O -2.65191 0.19887 -1.73020  -0.674
N -0.53028 0.97971 -1.79458  -0.153
C -0.12817 0.13905 -2.90233  1.147
C 0.10177 0.97471 -4.15879  -1.824
C 1.15172 -0.63835 -2.52914  -1.657
N 1.20628 -0.95789 -1.12534  0.799
C 1.82830 -0.13389 -0.25107  -0.058
N 1.98453 1.13787 -0.25341  -0.709
C 2.61196 1.44955 1.02371  -1.025
C 2.53986 0.15104 1.88675  0.125
C 3.81779 -0.12780 2.68944  0.211
C 3.55078 -1.14229 3.80007  -1.515
C 4.95285 -0.61038 1.79005  -1.455
N 2.27521 -0.82734 0.84896  0.306
C 1.57803 -2.08403 0.90703  -1.149
C 1.15988 -2.30258 -0.56951  0.317
C -0.23316 -2.93790 -0.67954  -0.837
C -0.58493 -3.38940 -2.07080  0.146
C 0.18875 -4.33888 -2.72625  -0.638
C -0.12718 -4.75527 -4.00632  -0.621
C -1.23850 -4.23049 -4.65456  0.836
O -1.58643 -4.60746 -5.91561  -0.556
C -2.03080 -3.29423 -3.99919  -0.426
C -1.70580 -2.88415 -2.72099  -0.543
C -1.09503 1.79523 0.98935  0.242
C -1.40269 2.52922 2.11854  -0.326
Br -0.14393 2.53566 3.55658  -0.192
H -3.84968 4.54622 3.38024  0.373
H -2.11610 4.79198 3.64044  0.372
H -2.91691 3.39811 4.35169  0.364
H -4.41933 3.71421 1.25799  0.327
H -3.92861 2.35772 -0.74498  0.452
H 0.21366 1.48717 -1.32536  0.466
H -0.95464 -0.55728 -3.07415  -0.378
H 0.87046 1.72284 -3.97780  0.431
H 0.41607 0.33467 -4.97881  0.392
H -0.81787 1.47911 -4.44257  0.411
H 2.01953 -0.01193 -2.76549  0.535
H 1.20474 -1.55998 -3.11253  0.520
H 2.09805 2.29037 1.49347  0.299
H 3.65059 1.74942 0.85389  0.478
H 1.69083 0.20824 2.58880  0.403
H 4.10956 0.81982 3.15602  0.369
H 3.24207 -2.09761 3.38222  0.269
H 2.76686 -0.78512 4.46428  0.383
H 4.45139 -1.30132 4.38853  0.447
H 4.70510 -1.57576 1.35562  0.262
H 5.13366 0.09032 0.97910  0.360
H 5.86902 -0.71376 2.36652  0.467
H 0.69105 -2.02511 1.55776  0.283
H 2.22255 -2.88885 1.26988  0.379
H 1.89619 -2.94147 -1.08031  0.274
H -0.97552 -2.21600 -0.33436  0.362
H -0.25364 -3.80077 -0.00703  0.380
H 1.04835 -4.77038 -2.23269  0.388
H 0.48681 -5.49582 -4.50305  0.286
H -0.96649 -5.27046 -6.24214  0.277
H -2.89731 -2.90016 -4.50492  0.471
H -2.33646 -2.16121 -2.22461  0.326
H -0.16290 1.25699 0.92786  0.671

## Properties
Multiplicity: 1
HOMO, eV: -8.343
HOMO-LUMO gap, eV: 8.988
SMILES: Cc1ccc(C(=O)N[C@@H](C)CN2C3=NC[C@H](C(C)C)N3C[C@H]2Cc2ccc(O)cc2)cc1Br

E in a.u., matching the order above: -1454.76311, -2578.54005, -3954.13356